[1]
DFT (the ωB97M-V functional and the def2-TZVPD basis) results for a molecular structure, C15H52B3F4N4O6V.

```
! RIJCOSX wB97M-V def2-TZVPD def2/J DEFGRID3
* xyz 2 1
O 1.9131 0.5984 1.2825
V 0.3666 1.0535 1.3762
O -0.5866 -0.1556 0.7444
B 0.0630 2.2649 -0.0107
H -0.7847 2.0296 0.6140
H 0.9341 2.3778 0.6158
H 0.2513 1.4665 -0.7117
H -0.2053 3.1808 -0.5142
B 0.5464 1.9875 2.7852
H 0.4561 2.6168 3.6571
H 0.8588 2.5793 1.9388
H 1.0582 1.0707 3.0334
H -0.4436 1.6580 2.5103
C 3.4309 4.0205 3.9389
C 3.1048 2.7342 3.1489
O 3.2230 2.5312 1.9712
N 2.4465 1.5767 3.9367
H 2.6333 1.6870 4.9232
H 1.4768 1.4733 3.6739
C 2.9633 0.2323 3.5159
H 3.8910 3.7222 4.8809
H 2.5136 4.5572 4.1808
H 4.1012 4.6695 3.3753
H 2.7118 0.1508 2.4584
H 2.4651 -0.5755 4.0517
H 4.0406 0.1912 3.6771
C 3.6310 -2.9592 -0.2846
C 2.9120 -1.7946 -0.9238
C 1.4820 -1.5998 -0.2694
O 0.8412 -0.3913 -0.5641
C -0.0960 -0.5347 -1.6425
N 3.7501 -0.5524 -0.6352
H 4.2220 -0.5255 0.2574
H 4.4969 -0.5064 -1.3136
H 3.1341 0.2266 -0.8192
H 4.6051 -3.1215 -0.7459
H 3.0298 -3.7888 -0.6566
H 3.7072 -3.0348 0.8001
H 2.8920 -1.8590 -2.0118
H 1.5668 -1.6517 0.8160
H 0.8288 -2.4039 -0.6083
H -0.5718 0.4345 -1.7920
H -0.8168 -1.3463 -1.5438
H 0.3966 -0.8974 -2.5446
C -2.0661 0.2423 -0.9956
C -1.8171 1.5148 -1.8754
C -3.0386 1.7234 -2.8431
O -2.6142 2.8491 -3.6545
C -3.3660 2.9069 -4.8648
N -1.6912 2.7595 -0.9985
H -0.8458 2.9288 -0.4724
H -1.9987 3.5794 -1.5017
H -2.3394 2.6598 -0.2304
H -2.0631 -0.6941 -1.5535
H -2.9650 0.2106 -0.3798
H -1.2620 0.1589 -0.2645
H -0.9208 1.3349 -2.4691
H -3.9897 1.9169 -2.3472
H -3.2354 0.8195 -3.4197
H -2.8977 3.6897 -5.4615
H -4.4472 2.9087 -4.7267
H -3.1027 1.9757 -5.3665
C -2.4993 -4.0638 -3.2960
C -1.7544 -3.1579 -2.2742
C -2.6685 -2.6735 -1.1755
O -1.9625 -1.7383 -0.2768
C -2.6304 -1.3534 0.9741
N -0.5121 -3.9521 -1.7385
H 0.0199 -3.5467 -0.9818
H -0.6764 -4.9462 -1.6686
H 0.0757 -3.7742 -2.5403
H -3.2193 -3.5092 -3.8978
H -3.1435 -4.7791 -2.7846
H -1.9415 -4.6370 -4.0365
H -1.3681 -2.2387 -2.7148
H -3.0033 -3.4980 -0.5460
H -3.5032 -2.1170 -1.6016
H -2.7247 -2.2215 1.6264
H -3.5911 -0.8493 0.8682
H -1.9647 -0.6120 1.4160
B -0.3606 -0.6206 3.5440
F 0.1314 -0.2531 4.7535
F 0.6126 -0.5251 2.6429
F -0.6534 -1.9780 3.4467
F -1.4417 0.1665 3.1132
*
```

- HOMO level (Eh) = -0.4663
- F_max (eV/Å) = 14.645
- E (eV) = -73189.689

=====

[2]
DFT (the ωB97M-V functional and the def2-TZVPD basis) results for 11 unconnected molecules or ions with the total composition C15H52N14O11.

```
! RIJCOSX wB97M-V def2-TZVPD def2/J DEFGRID3
* xyz 0 1
N -25.7910 1.6520 -9.8210
C -26.0940 0.4100 -9.6150
N -26.2040 -0.2350 -10.7850
O -26.1750 -0.1240 -8.3730
H -25.7330 2.2070 -8.9150
H -25.3020 1.9980 -10.6770
H -26.5480 -1.1910 -10.8160
H -26.1450 0.1740 -11.7410
N -19.0470 -1.5350 -9.8050
C -18.6820 -0.4340 -9.3580
N -19.5890 0.5100 -9.3210
O -17.4760 -0.2120 -8.8500
H -18.4590 -2.4020 -9.7700
H -19.9890 -1.6580 -10.2780
H -19.1940 1.3330 -8.7180
H -20.5680 0.4020 -9.3720
N -22.0420 -3.6120 -6.6430
C -21.2030 -3.4170 -7.6510
N -21.1200 -2.1370 -7.9190
O -20.3590 -4.3900 -8.1630
H -22.2330 -4.5660 -6.2050
H -22.6770 -2.9340 -6.3240
H -20.2680 -1.7780 -8.5080
H -21.5700 -1.4010 -7.3110
N -23.3320 -4.4270 -10.7260
C -24.0110 -4.4440 -11.7990
N -24.5060 -3.3280 -12.1300
O -24.1400 -5.4730 -12.6340
H -23.0330 -5.4840 -10.4230
H -23.1860 -3.4870 -10.1600
H -24.8940 -3.2890 -13.1670
H -24.2030 -2.3480 -11.8210
N -23.3110 -1.9900 -9.5570
C -22.8750 -1.2100 -10.4950
N -23.7310 -0.8920 -11.3410
O -21.5850 -0.8110 -10.6290
H -22.6670 -2.1410 -8.7540
H -24.3180 -2.2960 -9.4400
H -23.3170 -0.2900 -12.0120
H -24.7440 -0.7320 -11.1120
N -19.8660 0.5370 -12.1550
C -19.7050 1.6200 -12.8950
N -20.2940 1.5160 -14.0270
O -18.8820 2.6620 -12.4710
H -19.4900 0.4840 -11.2260
H -20.5940 -0.1310 -12.2260
H -20.1560 2.3980 -14.5220
H -20.9580 0.7960 -14.2640
N -25.4830 -3.6930 -9.1090
C -26.6270 -3.2070 -9.5170
N -26.7510 -2.9140 -10.7810
O -27.7590 -3.1620 -8.7110
H -25.4450 -4.0140 -8.1090
H -24.7030 -4.1130 -9.6910
H -27.7150 -2.8170 -11.1170
H -25.9350 -3.0700 -11.3950
C -22.8530 -0.8360 -4.8930
C -23.6800 -0.4010 -6.0880
O -23.9260 -1.4920 -6.8280
H -22.9290 -0.0300 -4.1370
H -21.8280 -1.1290 -5.1150
H -23.1770 -1.7180 -4.4130
H -23.2400 0.4250 -6.5910
H -24.5850 0.0920 -5.7330
H -24.7740 -1.3780 -7.2280
C -27.8060 -1.8240 -14.0470
C -26.7910 -0.8220 -14.5500
O -26.0620 -0.2750 -13.5230
H -28.2640 -2.4730 -14.7810
H -28.5920 -1.2710 -13.5700
H -27.3650 -2.4730 -13.3550
H -27.2770 0.0100 -15.0150
H -26.1800 -1.2260 -15.3560
H -25.6880 0.5870 -13.8250
C -23.0260 3.7110 -9.9770
C -22.4170 2.3020 -10.2130
O -22.6680 1.5700 -9.0400
H -22.5410 4.1270 -9.1170
H -24.0450 3.4660 -9.6460
H -23.0850 4.4020 -10.9020
H -21.3570 2.2850 -10.3860
H -22.8230 1.7750 -11.1270
H -23.5540 1.3240 -8.9440
C -21.7700 -1.6500 -13.8990
C -22.8660 -0.7550 -14.3820
O -22.9400 0.4180 -13.6950
H -21.5820 -2.3070 -14.6520
H -22.1170 -2.2030 -13.0020
H -20.8000 -1.1370 -13.6920
H -23.8100 -1.2790 -14.3640
H -22.6840 -0.5860 -15.4670
H -23.7010 0.9030 -14.0160
*
```

- HOMO level (Eh) = -0.3223
- SMILES = NC(N)=O.NC(N)=O.NC(N)=O.NC(N)=O.NC(N)=O.NC(N)=O.NC(N)=O.CCO.CCO.CCO.CCO
- F_max (eV/Å) = 10.070
- ΔE to the lowest compared entry with this formula, charge and spin (eV) = 11.034
- E (eV) = -59778.388

=====

Frontier orbital gap values, unit eV, following the record order: 7.385, 7.375.